Run P
C15H22N2O5S | ωB97M-V/def2-TZVPD

The geometry in ORCA input format:
```
! RIJCOSX wB97M-V def2-TZVPD def2/J DEFGRID3
* xyz 0 1
C -5.827 -2.619 -0.640
H -6.238 -1.899 -1.357
H -6.413 -2.994 -0.058
H -5.357 -3.402 -1.393
O -4.866 -2.152 -0.079
C -3.947 -1.473 -0.532
O -3.877 -1.494 -1.616
C -2.950 -0.677 0.249
N -1.743 -0.399 -0.393
C -0.449 -0.772 0.278
O -0.482 -1.044 1.404
N 0.473 -0.288 -0.597
C 1.959 -0.653 -0.299
C 2.458 -1.018 0.973
C 3.791 -1.181 1.050
C 4.615 -0.616 0.410
C 4.230 -0.104 -0.803
C 2.801 0.066 -1.015
O 2.371 0.834 -2.251
C 3.083 1.418 -2.989
H 2.410 1.792 -3.955
H 3.685 0.761 -3.423
H 3.678 2.288 -2.574
H 4.852 0.548 -1.350
O 6.046 -0.406 0.168
C 6.696 -1.178 1.525
H 6.289 -0.916 2.464
H 7.727 -0.912 1.403
H 6.297 -2.306 1.675
H 4.182 -1.706 2.137
H 1.756 -1.440 1.581
H 0.367 0.094 -1.478
H -1.714 -0.023 -1.215
H -2.721 -1.486 1.193
C -3.634 0.520 0.907
C -2.579 1.632 1.748
H -1.910 0.799 2.097
H -3.146 2.110 2.667
S -1.582 2.532 0.683
C -2.827 3.997 0.476
H -3.526 3.437 0.037
H -3.105 4.406 1.569
H -2.289 4.538 -0.221
H -4.033 1.026 0.087
H -4.551 0.358 1.458
*
```

* E_HOMO: -0.298 hartree
* SMILES: COC(=O)[C@H](CCSC)NC(=O)Nc1ccc(OC)cc1OC
* HOMO-LUMO gap: 8.762 eV

=====

Run Q
C15H22N2O5S | ωB97M-V/def2-TZVPD

The geometry in ORCA input format:
```
! RIJCOSX wB97M-V def2-TZVPD def2/J DEFGRID3
* xyz 0 1
C 3.008 4.534 4.125
H 4.056 4.823 4.156
C 2.871 3.017 4.094
C 3.688 2.362 2.979
H 4.741 2.616 3.107
H 3.595 1.275 3.060
C 3.261 2.788 1.569
N 1.855 2.514 1.359
C 0.932 3.469 1.176
O 1.164 4.658 1.168
C -0.496 2.950 0.965
H -0.824 3.260 -0.033
H -1.147 3.405 1.715
O -0.614 1.542 1.098
C -0.667 0.815 -0.034
O -0.630 1.296 -1.138
C -0.751 -0.640 0.242
C -1.066 -1.475 -0.824
C -1.131 -2.851 -0.639
C -0.873 -3.376 0.629
C -0.559 -2.540 1.684
C -0.494 -1.170 1.504
H -0.254 -0.517 2.327
H -0.366 -2.964 2.658
H -0.923 -4.444 0.780
N -1.402 -3.693 -1.705
S -2.261 -3.257 -3.086
O -2.771 -4.493 -3.593
O -3.168 -2.192 -2.800
C -0.952 -2.676 -4.180
H -1.416 -2.376 -5.111
H -0.449 -1.837 -3.719
H -0.274 -3.504 -4.341
H -1.509 -4.670 -1.486
H -1.296 -1.031 -1.777
H 1.565 1.548 1.388
C 4.086 2.070 0.503
H 5.138 2.316 0.614
H 3.761 2.372 -0.490
H 3.971 0.991 0.594
H 3.375 3.869 1.455
H 1.817 2.754 3.977
H 3.209 2.605 5.048
H 2.545 4.984 3.251
H 2.517 4.935 5.009
*
```

* E_HOMO: -0.337 hartree
* SMILES: CCC[C@@H](C)NC(=O)COC(=O)c1cccc(NS(C)(=O)=O)c1
* HOMO-LUMO gap: 9.290 eV

=====

Least stable = run P

=====

Run P
C4H13N3O | ωB97M-V/def2-TZVPD

The geometry in ORCA input format:
```
! RIJCOSX wB97M-V def2-TZVPD def2/J DEFGRID3
* xyz 2 1
C 1.623 -0.329 -0.290
C -1.350 -1.024 0.744
C -0.810 1.557 0.776
C -0.898 0.307 0.077
N 1.725 -1.623 -0.241
N 2.638 0.496 -0.152
N -1.214 0.535 -1.339
O 3.991 0.171 -0.014
H -0.708 -1.406 1.526
H -1.439 -1.730 -0.104
H -2.352 -0.858 1.155
H -0.073 1.408 1.509
H -1.790 1.777 1.310
H -0.464 2.461 0.180
H 0.900 -2.345 -0.212
H 2.611 -2.180 -0.521
H 2.508 1.502 -0.465
H -1.422 1.574 -1.368
H -2.031 -0.075 -1.684
H -0.397 0.201 -1.963
H 4.217 -0.203 0.887
*
```

* E_HOMO (alpha / beta): -0.646 / -0.644 hartree
* HOMO-LUMO gap (alpha / beta): 7.417 / 7.275 eV

=====

Run Q
C4H13N3O | ωB97M-V/def2-TZVPD

The geometry in ORCA input format:
```
! RIJCOSX wB97M-V def2-TZVPD def2/J DEFGRID3
* xyz 2 1
C -1.426 0.430 0.049
C 0.732 -1.005 -1.071
C 1.166 1.378 -0.293
C 0.527 0.052 -0.037
N -1.823 1.656 0.175
N -2.213 -0.600 -0.094
N 0.868 -0.443 1.339
O -3.572 -0.366 -0.228
H 1.803 -1.134 -1.251
H 0.300 -0.708 -2.027
H 0.327 -1.976 -0.788
H 0.996 2.096 0.507
H 0.823 1.801 -1.234
H 2.246 1.259 -0.392
H -1.202 2.449 0.258
H -2.821 1.857 0.097
H -1.893 -1.506 -0.427
H 0.572 0.212 2.080
H 1.898 -0.532 1.412
H 0.473 -1.376 1.541
H -4.087 -1.113 0.126
*
```

* E_HOMO: -0.687 hartree
* HOMO-LUMO gap: 11.114 eV

=====

Least stable = run P

=====

Run P
C2H4N6 | ωB97M-V/def2-TZVPD

The geometry in ORCA input format:
```
! RIJCOSX wB97M-V def2-TZVPD def2/J DEFGRID3
* xyz 0 1
C -0.222 1.098 -0.379
C 1.666 0.019 -0.045
H -2.706 -0.558 1.272
H -2.587 -0.872 -0.345
H -1.043 1.850 -0.863
H 3.463 0.365 0.915
N -2.276 -0.080 0.234
N -0.896 -0.062 0.033
N 1.004 1.108 -0.267
N 2.873 -0.349 0.351
N 0.966 -1.199 -0.692
N -0.244 -1.321 -0.215
*
```

* E_HOMO: -0.342 hartree
* SMILES: [H]/N=c1\ncn(N)nn1
* HOMO-LUMO gap: 9.006 eV

=====

Run Q
C2H4N6 | ωB97M-V/def2-TZVPD

The geometry in ORCA input format:
```
! RIJCOSX wB97M-V def2-TZVPD def2/J DEFGRID3
* xyz 0 1
C -0.927 1.204 0.209
C 0.467 0.900 -0.022
H 1.944 -1.694 0.981
H 1.795 -1.760 -0.643
H -1.073 2.281 0.474
H 2.338 1.047 -0.379
N 1.735 -1.123 0.160
N 0.506 -0.512 0.070
N -0.492 -1.317 -0.077
N -1.678 -0.872 -0.240
N -1.894 0.427 0.084
N 1.503 1.612 -0.218
*
```

* E_HOMO: -0.349 hartree
* SMILES: [H]/N=c1/cnnnn1N
* HOMO-LUMO gap: 9.333 eV

=====

Run R
C2H4N6 | ωB97M-V/def2-TZVPD

The geometry in ORCA input format:
```
! RIJCOSX wB97M-V def2-TZVPD def2/J DEFGRID3
* xyz 0 1
C 0.558 0.088 -1.167
C -0.945 0.871 0.742
H 1.437 1.693 -2.458
H 1.515 1.731 -0.558
H -0.103 -1.829 -1.720
H -1.159 1.908 0.704
N 1.205 1.336 -1.398
N 0.298 -0.861 -2.014
N 0.087 0.154 0.082
N -1.269 0.071 1.769
N -0.617 -0.975 1.754
N 0.386 -1.048 0.748
*
```

* E_HOMO: -0.363 hartree
* SMILES: [H]/N=C(/N)n1cnnn1
* HOMO-LUMO gap: 9.625 eV

=====

Least stable = run P

=====

Run P
C2H4N6 | ωB97M-V/def2-TZVPD

The geometry in ORCA input format:
```
! RIJCOSX wB97M-V def2-TZVPD def2/J DEFGRID3
* xyz 0 1
C 0.388 -0.168 -0.208
C -1.800 -0.972 -0.024
H 2.815 1.406 -0.054
H 3.588 -0.292 0.223
H -2.547 -1.705 0.484
H -3.242 0.643 0.171
N 2.832 0.185 -0.106
N 1.726 -0.586 0.034
N -0.475 -1.315 -0.243
N -2.192 0.359 -0.135
N -1.129 1.397 -0.051
N 0.035 1.046 -0.093
*
```

* E_HOMO: -0.267 hartree
* SMILES: N/N=c1/nc[nH]nn1
* HOMO-LUMO gap: 7.040 eV

=====

Run Q
C2H4N6 | ωB97M-V/def2-TZVPD

The geometry in ORCA input format:
```
! RIJCOSX wB97M-V def2-TZVPD def2/J DEFGRID3
* xyz 0 1
C 0.462 -0.156 -1.278
C -0.513 -0.226 1.043
H 2.397 -2.436 -0.446
H 1.478 -1.284 0.414
H 0.443 0.584 -2.118
H -0.103 -1.267 1.242
N 1.452 -1.960 -0.306
N 1.291 -1.121 -1.499
N -0.121 0.207 -0.167
N -1.185 0.656 1.706
N -1.277 1.712 0.851
N -0.718 1.461 -0.254
*
```

* E_HOMO: -0.364 hartree
* SMILES: N/N=C\n1cnnn1
* HOMO-LUMO gap: 9.968 eV

=====

Least stable = run P

=====

Run P
C2H3BrFNO2 | ωB97M-V/def2-TZVPD

The geometry in ORCA input format:
```
! RIJCOSX wB97M-V def2-TZVPD def2/J DEFGRID3
* xyz 0 1
C -0.064 -0.090 -0.376
C -1.458 -0.611 -0.381
N -2.496 0.130 -0.101
O -2.569 1.336 0.072
O -3.700 -0.665 0.031
F -1.501 -1.956 -0.414
Br -5.065 0.427 -0.238
H 0.101 0.962 -0.779
H 0.310 0.082 0.733
H 0.560 -0.721 -1.114
*
```

* E_HOMO: -0.334 hartree
* SMILES: C/C(F)=[N+](\[O-])OBr
* HOMO-LUMO gap: 8.937 eV

=====

Run Q
C2H3BrFNO2 | ωB97M-V/def2-TZVPD

The geometry in ORCA input format:
```
! RIJCOSX wB97M-V def2-TZVPD def2/J DEFGRID3
* xyz 0 1
C 0.295 -1.085 -0.613
C 1.017 -0.024 -0.305
N 0.587 1.164 0.570
O -0.387 1.014 1.240
O 1.324 2.112 0.591
F 2.071 0.269 -0.991
Br -3.292 -0.298 0.298
H 0.829 -1.731 -1.195
H -0.467 -1.529 -0.030
H -1.977 0.107 0.437
*
```

* E_HOMO: -0.400 hartree
* SMILES: C=C(F)[N+](=O)[O-].Br
* HOMO-LUMO gap: 9.874 eV

=====

Least stable = run P

=====

Run P
CBrNO4 | ωB97M-V/def2-TZVPD

The geometry in ORCA input format:
```
! RIJCOSX wB97M-V def2-TZVPD def2/J DEFGRID3
* xyz 0 1
C 0.969 -0.394 -1.930
N -0.712 -0.457 1.403
O -1.681 -1.122 1.522
O 1.422 -0.168 -2.950
O 0.389 -0.380 1.778
O 0.584 1.456 0.238
Br -0.971 1.066 -0.061
*
```

* E_HOMO: -0.361 hartree
* HOMO-LUMO gap: 8.215 eV

=====

Run Q
CBrNO4 | ωB97M-V/def2-TZVPD

The geometry in ORCA input format:
```
! RIJCOSX wB97M-V def2-TZVPD def2/J DEFGRID3
* xyz 0 1
C -2.511 0.112 0.367
N 1.507 -0.036 -0.333
O 1.397 -0.929 -1.046
O -3.031 0.968 -0.123
O 0.835 0.747 0.206
O -1.778 -0.948 0.744
Br 3.581 0.086 0.185
*
```

* E_HOMO: -0.399 hartree
* SMILES: O=[N+]([O-])Br.O=C=O
* HOMO-LUMO gap: 9.306 eV

=====

Least stable = run P

=====

Run P
C2H2N4O2 | ωB97M-V/def2-TZVPD

The geometry in ORCA input format:
```
! RIJCOSX wB97M-V def2-TZVPD def2/J DEFGRID3
* xyz 0 1
C -0.207 -0.132 0.224
C 0.702 1.029 0.230
H -3.104 0.138 -0.516
H 0.114 1.881 0.889
N -1.427 0.365 -0.189
N 1.955 0.912 0.042
N 2.380 -0.491 -0.828
N 1.635 -1.578 -0.241
O -2.348 -0.670 -0.480
O 0.298 -1.453 0.869
*
```

* E_HOMO: -0.361 hartree
* HOMO-LUMO gap: 8.186 eV

=====

Run Q
C2H2N4O2 | ωB97M-V/def2-TZVPD

The geometry in ORCA input format:
```
! RIJCOSX wB97M-V def2-TZVPD def2/J DEFGRID3
* xyz 0 1
C 0.469 -0.682 -0.052
C 0.274 0.558 0.052
N -0.710 -1.631 0.037
N -1.819 -1.229 0.064
N -2.253 -0.051 0.066
N -3.610 0.208 -0.003
O -3.891 1.373 -0.003
O -4.354 -0.733 -0.061
H 1.345 -1.277 -0.218
H -0.284 1.441 0.210
*
```

* E_HOMO (alpha / beta): -0.383 / -0.382 hartree
* HOMO-LUMO gap (alpha / beta): 8.665 / 8.144 eV

=====

Least stable = run P

=====

Run P
C15H18N2O3 | ωB97M-V/def2-TZVPD

The geometry in ORCA input format:
```
! RIJCOSX wB97M-V def2-TZVPD def2/J DEFGRID3
* xyz 0 1
C 3.441 -2.487 0.291
C 3.530 -0.924 -0.260
O 4.433 -0.634 -1.201
N 2.584 0.069 0.396
C 3.207 0.733 1.608
C 2.032 1.080 -0.588
C 0.741 1.827 0.166
C -0.303 2.512 -0.897
C -1.878 2.481 -0.446
C -2.412 1.040 0.126
C -3.063 0.883 1.653
C -3.586 -0.576 2.252
C -3.445 -1.916 1.317
C -2.784 -1.767 -0.182
C -2.289 -0.322 -0.779
C -1.732 -0.598 -2.297
O -1.358 0.217 -3.287
N -1.754 -2.102 -2.459
C -2.458 -2.864 -1.357
O -2.682 -4.180 -1.408
H 2.460 -3.020 -0.093
H 4.376 -3.142 -0.022
H 3.368 -2.520 1.481
H 3.585 1.820 1.386
H 2.347 0.801 2.426
H 4.071 0.068 2.085
H 1.678 0.512 -1.575
H 2.891 1.850 -0.831
H 0.277 1.015 0.870
H 1.210 2.660 0.843
H -0.001 3.665 -0.965
H -0.080 2.065 -1.959
H -2.599 2.916 -1.292
H -1.980 3.257 0.455
H -3.173 1.800 2.408
H -4.026 -0.705 3.328
H -3.771 -3.013 1.638
H -0.856 -2.501 -2.833
*
```

* E_HOMO: -0.342 hartree
* SMILES: CC(=O)N(C)CCCCc1cccc2c1C(=O)NC2=O
* HOMO-LUMO gap: 7.690 eV

=====

Run Q
C15H18N2O3 | ωB97M-V/def2-TZVPD

The geometry in ORCA input format:
```
! RIJCOSX wB97M-V def2-TZVPD def2/J DEFGRID3
* xyz 0 1
C -5.141 -1.546 0.118
C -3.687 -1.211 0.088
C -2.740 -2.230 0.155
C -1.386 -1.973 0.131
C -0.908 -0.663 0.051
C -1.829 0.374 0.006
C -3.191 0.096 0.017
N -4.072 1.236 -0.036
O -5.185 1.085 -0.496
O -3.645 2.289 0.385
H -1.498 1.399 -0.049
N 0.468 -0.464 0.030
C 1.159 0.707 -0.172
O 0.623 1.775 -0.367
C 2.639 0.576 -0.138
C 3.392 -0.636 -0.650
C 3.362 -0.348 0.817
C 4.601 0.132 1.538
C 5.669 0.659 0.582
C 5.896 -0.340 -0.548
C 4.664 -0.418 -1.449
H 4.787 -1.233 -2.163
H 4.581 0.509 -2.022
H 6.102 -1.323 -0.120
H 6.760 -0.045 -1.145
H 5.366 1.620 0.163
H 6.595 0.818 1.135
H 5.015 -0.711 2.098
H 4.327 0.905 2.260
H 2.735 -0.978 1.440
H 2.789 -1.464 -1.009
H 3.104 1.536 -0.321
H 1.012 -1.308 0.136
H -0.686 -2.796 0.177
H -3.080 -3.252 0.223
H -5.281 -2.588 0.394
H -5.681 -0.915 0.821
H -5.586 -1.378 -0.862
*
```

* E_HOMO: -0.321 hartree
* SMILES: Cc1ccc(NC(=O)[C@H]2[C@@H]3CCCC[C@@H]32)cc1[N+](=O)[O-]
* HOMO-LUMO gap: 8.598 eV

=====

Least stable = run P